C4H2LuO2 as an isolated structure. Source: OMol25; level of theory: ωB97M-V/def2-TZVPD.

Computed properties:
Strongest force on any atom (hartree/bohr): 0.1047
Kohn-Sham gap (alpha / beta) (hartree): 0.239 / 0.233
HOMO energy (alpha / beta) (eV): -17.15 / -17.51
Relative energy (zero: lowest compared OMol25 entry of this formula, charge and spin) (eV): 4.518
Electronic energy (eV): -41868.1433
LUMO energy (alpha / beta) (hartree): -0.391 / -0.410
<S²>: 0.94

```
! RIJCOSX wB97M-V def2-TZVPD def2/J DEFGRID3
* xyz 2 2
C 1.13 -0.72 -0.13
H 1.13 -1.83 -0.05
C -0.31 0.07 0.89
C -0.38 0.92 1.81
O 2.12 -0.10 -0.42
Lu -2.13 -0.37 -3.00
H 0.04 1.40 2.69
C -0.60 -0.14 -0.52
O -0.98 0.76 -1.27
*
```

Atomic partial charges in e from the natural (NBO) method, atoms 1 to 5: atom 1 (C): 0.392, atom 2 (H): 0.269, atom 3 (C): -0.323, atom 4 (C): 0.276, atom 5 (O): -0.310